{
  "formula": "C29H44F2O15",
  "method": "ωB97M-V with the def2-TZVPD basis set",
  "charge": 0,
  "smiles": "C[C@@H](F)OC(=O)OCCF.O=C1CCCO1.O=C1CCCO1.O=C1CCCO1.O=C1CCCO1.O=C1CCCO1.O=C1CCCO1",
  "mol_weight_g_mol": 670.7,
  "homo_lumo_gap_ev": 10.18,
  "elements": ["F", "F", "O", "O", "O", "O", "O", "O", "O", "O", "O", "O", "O", "O", "O", "O", "O", "C", "C", "C", "C", "C", "C", "C", "C", "C", "C", "C", "C", "C", "C", "C", "C", "C", "C", "C", "C", "C", "C", "C", "C", "C", "C", "C", "C", "C", "H", "H", "H", "H", "H", "H", "H", "H", "H", "H", "H", "H", "H", "H", "H", "H", "H", "H", "H", "H", "H", "H", "H", "H", "H", "H", "H", "H", "H", "H", "H", "H", "H", "H", "H", "H", "H", "H", "H", "H", "H", "H", "H", "H"],
  "positions_angstrom": [[4.641, 0.536, 0.537], [6.378, 5.113, 4.274], [-3.083, -4.003, 1.191], [3.945, -4.103, 0.941], [7.319, 2.637, 2.990], [-1.269, 2.095, 1.354], [2.629, -2.931, -0.434], [-5.988, -4.734, -4.082], [-4.535, -3.190, -0.290], [2.215, 2.874, 0.469], [-5.517, -6.513, -5.348], [5.733, 1.266, 2.285], [-3.035, 1.163, 0.361], [-1.166, 1.682, -2.731], [-2.496, 3.377, -3.289], [5.370, 2.656, 4.056], [1.667, 3.870, -1.420], [-2.647, -3.688, 2.527], [-2.266, 2.204, -3.323], [-6.124, -4.447, -2.670], [-4.150, -2.004, 1.806], [4.970, 1.691, 1.180], [-1.075, 0.267, -3.002], [-0.869, 3.412, 1.797], [2.059, 1.566, -1.605], [-6.505, -5.775, -2.031], [-2.494, -0.154, -3.347], [-2.879, 3.599, 0.555], [-5.746, -6.049, -4.271], [5.224, 5.079, 3.556], [4.507, 3.744, 3.722], [-5.784, -6.774, -2.937], [6.210, 2.259, 3.077], [-1.594, 4.378, 0.864], [-3.055, 1.107, -4.002], [3.142, -3.058, 0.637], [-2.920, -2.197, 2.694], [1.361, 3.510, -2.784], [-2.444, 2.152, 0.698], [-3.977, -3.088, 0.764], [2.087, 2.186, -3.007], [5.709, 2.591, 0.215], [2.996, -2.157, 1.847], [4.163, -2.589, 2.734], [4.333, -4.049, 2.327], [2.015, 2.786, -0.714], [-3.275, 3.779, -0.441], [5.055, -2.023, 2.465], [3.679, -4.718, 2.892], [-0.381, 0.118, -3.834], [-2.088, -1.619, 2.291], [0.212, 3.493, 1.734], [1.708, 4.298, -3.448], [-3.223, -4.298, 3.226], [3.120, 2.378, -3.300], [5.692, 2.127, -0.751], [4.035, 2.133, 1.457], [3.991, -2.457, 3.800], [-2.851, 1.146, -5.073], [-6.308, -7.719, -3.034], [1.628, 1.573, -3.778], [3.825, 3.823, 4.544], [-4.181, -1.019, 1.346], [-0.684, -0.237, -2.122], [5.196, 3.531, 0.142], [-6.882, -3.678, -2.541], [3.056, -1.114, 1.552], [2.027, -2.357, 2.308], [-6.225, -5.834, -0.982], [3.909, 3.520, 2.856], [-1.013, 4.513, -0.048], [-1.596, -3.946, 2.621], [-3.653, 3.793, 1.300], [-3.044, -0.362, -2.438], [2.926, 0.952, -1.382], [-1.761, 5.358, 1.305], [-4.118, 1.241, -3.826], [0.282, 3.424, -2.865], [6.739, 2.739, 0.486], [-4.757, -6.954, -2.615], [-5.176, -4.071, -2.299], [-1.175, 3.507, 2.841], [-7.583, -5.927, -2.103], [5.424, 5.280, 2.514], [5.356, -4.403, 2.416], [-5.082, -2.194, 2.341], [-2.533, -1.041, -3.975], [1.150, 0.993, -1.428], [4.588, 5.854, 3.946], [-3.064, -1.902, 3.731]],
  "lowdin_charge": [0.038, -0.004, 0.032, 0.026, 0.217, 0.025, 0.118, 0.023, 0.112, 0.086, 0.117, 0.096, 0.101, -0.018, 0.119, 0.046, 0.038, -0.149, -0.487, -0.154, -0.066, -0.399, -0.147, -0.142, -0.047, -0.151, -0.136, -0.063, -0.499, -0.179, -0.119, -0.074, -0.577, -0.132, -0.060, -0.493, -0.147, -0.129, -0.488, -0.477, -0.127, 0.033, -0.074, -0.147, -0.152, -0.471, 0.118, 0.115, 0.124, 0.125, 0.117, 0.101, 0.127, 0.125, 0.117, 0.085, 0.100, 0.115, 0.134, 0.121, 0.108, 0.125, 0.108, 0.125, 0.081, 0.125, 0.106, 0.127, 0.111, 0.106, 0.112, 0.121, 0.130, 0.114, 0.118, 0.116, 0.129, 0.100, 0.085, 0.130, 0.096, 0.126, 0.115, 0.116, 0.123, 0.132, 0.121, 0.115, 0.118, 0.115]
}